Here is C29H20MgN8S3Te as an isolated structure in a non-equilibrium geometry from the OMol25 dataset. Energies are from the ωB97M-V functional and the def2-TZVPD basis.

For the total energy, the calculation gives -3217.9036 hartree. The calculation puts the HOMO-LUMO gap (spin up / spin down) at 4.738 / 4.734 eV.

```
! RIJCOSX wB97M-V def2-TZVPD def2/J DEFGRID3
* xyz 0 1
Mg -0.015 -0.130 -0.196
S 2.382 0.197 -0.368
C 2.095 1.856 0.084
N 3.019 2.583 0.683
N 4.129 1.971 0.987
C 5.169 2.544 1.667
C 6.217 1.722 2.093
C 7.264 2.264 2.808
C 7.289 3.621 3.093
C 6.257 4.440 2.652
C 5.198 3.914 1.942
N 0.970 2.518 -0.140
N -0.070 1.929 -0.600
C -1.137 2.789 -0.793
C -2.211 2.401 -1.594
C -3.300 3.240 -1.732
C -3.311 4.489 -1.130
C -2.210 4.908 -0.396
C -1.138 4.065 -0.214
H 4.188 0.979 0.708
H 6.184 0.668 1.857
H 8.061 1.623 3.156
H 8.110 4.040 3.656
H 6.280 5.496 2.871
H 4.388 4.530 1.584
H -2.170 1.458 -2.122
H -4.144 2.926 -2.328
H -4.166 5.139 -1.243
H -2.185 5.895 0.037
H -0.280 4.357 0.371
S -5.196 0.288 5.270
N -5.349 0.085 3.670
C -4.139 0.038 3.130
C -3.826 -0.172 1.751
C -4.786 -0.429 0.776
C -4.367 -0.709 -0.512
C -3.004 -0.687 -0.791
N -2.082 -0.408 0.104
C -2.457 -0.163 1.371
C -1.422 0.018 2.341
N -0.148 -0.020 1.912
C 0.832 -0.007 2.796
C 0.619 0.043 4.167
C -0.679 0.123 4.641
C -1.725 0.117 3.724
C -3.103 0.170 4.103
N -3.576 0.310 5.332
H -5.828 -0.428 1.052
H -5.080 -0.936 -1.287
H -2.639 -0.920 -1.785
H 1.833 -0.067 2.383
H 1.457 0.016 4.842
H -0.904 0.165 5.696
Te 0.695 -2.846 0.490
C 0.108 -4.821 0.102
C 0.392 -5.900 0.889
C 0.018 -7.132 0.323
C -0.558 -6.992 -0.899
S -0.652 -5.339 -1.367
H 0.862 -5.802 1.851
H 0.178 -8.083 0.801
H -0.924 -7.756 -1.556
*
```

Quick look at the natural (NBO) charges, all values in e: 1.653 -0.566 0.067 -0.141 -0.364 0.215 -0.260 -0.192 -0.230 -0.189 -0.261 -0.143 -0.447 0.182 -0.251 -0.199 -0.214 -0.199 -0.238 0.408 0.218 0.218 0.215 0.216 0.236 0.208 0.214 0.216 0.217 0.244 0.937 -0.596 0.121 -0.096 -0.100 -0.241 0.082 -0.578 0.266 0.144 -0.560 0.091 -0.232 -0.122 -0.021 0.102 -0.594 0.242 0.235 0.211 0.235 0.235 0.239 -0.437 -0.447 -0.322 -0.255 -0.442 0.411 0.221 0.216 0.226

---

Here is C29H21AsBrN5O2S4SeTc as an isolated structure in a non-equilibrium geometry from the OMol25 dataset. Energies are from the ωB97M-V functional and the def2-TZVPD basis.

For the total energy, the calculation gives -10425.7002 hartree. The calculation puts the HOMO-LUMO gap (spin up / spin down) at 4.713 / 4.710 eV.

```
! RIJCOSX wB97M-V def2-TZVPD def2/J DEFGRID3
* xyz 3 1
Tc -0.619 2.053 -1.410
Br 3.077 -8.133 4.639
C 3.186 -6.828 3.289
C 2.939 -7.274 1.954
C 2.989 -6.460 0.888
C 3.228 -5.097 1.081
C 3.574 -4.664 2.424
C 3.630 -5.516 3.509
N 3.135 -4.360 -0.064
N 3.381 -3.101 -0.150
C 2.811 -1.992 -0.421
C 3.768 -0.847 -0.549
C 3.270 0.341 -0.832
C 1.840 0.550 -0.937
O 1.364 1.700 -1.175
C 0.886 -0.545 -0.827
N -0.440 -0.154 -1.047
C -1.318 -1.131 -1.000
C -0.979 -2.511 -0.827
C 0.337 -2.848 -0.640
C 1.358 -1.840 -0.636
H 2.753 -8.368 1.823
H 2.837 -6.886 -0.040
H 3.971 -3.667 2.571
H 3.976 -5.176 4.441
H 4.823 -0.983 -0.626
H 3.926 1.158 -1.074
H -2.344 -0.869 -1.180
H -1.795 -3.243 -0.902
H 0.500 -3.939 -0.657
S 2.820 5.062 -2.040
As 2.246 6.953 -2.285
S 0.005 4.771 -3.511
S -0.421 4.162 -1.539
S 0.191 6.731 -3.239
C -2.016 3.893 1.510
C -1.289 2.569 1.692
O -0.906 1.920 0.703
C -1.104 2.030 3.054
C -1.002 0.587 3.191
C -1.014 0.002 4.427
C -1.229 0.781 5.541
C -1.290 2.148 5.419
C -1.284 2.756 4.198
H -2.406 3.948 0.478
H -1.321 4.722 1.714
H -2.773 3.970 2.271
H -0.923 -0.073 2.322
H -0.899 -1.089 4.455
H -1.155 0.304 6.503
H -1.451 2.804 6.316
H -1.308 3.831 4.238
Se -4.381 2.275 -1.246
N -2.654 1.997 -1.995
C -2.802 2.055 -3.321
C -1.758 1.784 -4.217
C -2.048 1.902 -5.575
C -3.381 2.295 -6.019
C -4.398 2.546 -5.190
C -4.186 2.317 -3.816
N -5.066 2.503 -2.897
H -0.738 1.415 -3.862
H -1.273 1.599 -6.278
H -3.487 2.334 -7.109
H -5.360 2.825 -5.522
*
```

Quick look at the natural (NBO) charges, all values in e: 0.730 0.293 0.066 -0.262 -0.074 0.041 -0.095 -0.248 0.019 -0.067 0.185 -0.103 -0.241 0.490 -0.482 0.096 -0.440 0.122 -0.199 -0.142 -0.010 0.273 0.255 0.244 0.268 0.270 0.273 0.230 0.272 0.257 -0.464 0.776 0.053 0.238 -0.189 -0.729 0.664 -0.606 -0.202 -0.138 -0.220 -0.134 -0.197 -0.147 0.232 0.275 0.263 0.205 0.226 0.241 0.250 0.233 0.946 -0.712 0.267 -0.319 -0.073 -0.193 -0.149 0.086 -0.482 0.210 0.248 0.257 0.262

---

Here is C29H21BrCl2N8O9SZn as an isolated structure from the OMol25 dataset. Energies are from the ωB97M-V functional and the def2-TZVPD basis.

For the total energy, the calculation gives -7905.1094 hartree. The energy above the lowest of the compared OMol25 structures with the same formula, charge and spin is 6.3 kcal per mole. The calculation puts the HOMO-LUMO gap at 6.897 eV.

```
! RIJCOSX wB97M-V def2-TZVPD def2/J DEFGRID3
* xyz -2 1
Zn -0.293 -0.821 0.562
O 1.105 -1.613 4.007
S 0.060 -1.686 2.990
O -1.139 -2.383 3.419
O -0.301 -0.280 2.492
O 0.614 -2.300 1.711
C 4.283 -0.255 4.088
N 3.698 0.818 3.326
C 2.758 0.752 2.374
N 2.705 1.894 1.715
C 3.652 2.641 2.331
N 4.294 2.031 3.303
C 5.551 -0.761 3.429
C 6.415 -1.605 4.114
C 7.584 -2.057 3.517
C 7.909 -1.670 2.228
C 7.042 -0.835 1.533
C 5.869 -0.386 2.131
C 7.363 -0.396 0.172
N 8.493 -0.381 -0.447
N 8.240 0.166 -1.703
C 6.983 0.438 -1.745
O 6.355 0.101 -0.589
C 6.178 1.033 -2.822
C 6.787 1.655 -3.905
C 5.992 2.228 -4.885
C 4.607 2.183 -4.797
C 3.987 1.550 -3.728
C 2.470 1.483 -3.595
N 2.060 0.517 -2.610
C 1.410 0.717 -1.464
N 1.192 -0.446 -0.884
C 1.634 -1.357 -1.797
N 2.171 -0.821 -2.862
C 4.786 0.976 -2.741
H 3.537 -1.050 4.161
H 4.497 0.117 5.087
H 2.147 -0.121 2.215
H 3.870 3.661 2.058
H 6.179 -1.909 5.127
H 8.247 -2.715 4.064
H 8.818 -2.012 1.751
H 5.215 0.279 1.584
H 7.866 1.690 -3.962
H 6.459 2.719 -5.728
H 4.001 2.631 -5.576
H 2.002 1.241 -4.552
H 2.059 2.449 -3.298
H 1.157 1.679 -1.051
H 1.556 -2.419 -1.641
H 4.318 0.480 -1.905
Cl -5.181 -0.994 0.104
C -3.462 1.166 0.061
Cl -3.475 1.429 1.853
C -2.087 1.728 -0.430
O -2.084 2.829 -0.981
O -1.091 0.978 -0.231
H -4.338 3.017 -0.414
Br -6.516 2.851 -2.393
C -5.050 1.702 -1.886
C -4.636 1.969 -0.480
C -3.509 -0.339 -0.203
C -3.070 -0.710 -1.587
C -3.559 -0.143 -2.690
C -4.603 0.868 -2.818
C -1.977 -1.774 -1.758
O -1.861 -2.294 -2.868
O -1.251 -2.029 -0.742
H -5.504 1.823 0.167
H -2.894 -0.853 0.527
H -3.164 -0.535 -3.621
H -5.068 0.925 -3.794
*
```

Quick look at the Löwdin charges, all values in e: 0.660 -0.386 0.272 -0.363 -0.436 -0.430 -0.070 -0.146 -0.132 0.097 -0.247 0.087 -0.163 -0.036 -0.079 -0.036 -0.134 0.049 -0.287 0.108 0.104 -0.289 0.131 -0.128 -0.033 -0.080 -0.044 -0.170 -0.075 -0.145 -0.097 0.068 -0.156 0.126 0.046 0.126 0.130 0.100 0.091 0.115 0.098 0.109 0.116 0.110 0.098 0.112 0.133 0.139 0.140 0.128 0.121 0.642 -0.693 0.712 -0.665 0.021 -0.067 0.109 0.666 -0.639 -0.306 -0.585 -0.162 -0.025 -0.139 -0.603 0.002 -0.076 0.082 0.078 0.113 0.083

---

Here is C29H21CaCl2N4O4 as an isolated structure from the OMol25 dataset. Energies are from the ωB97M-V functional and the def2-TZVPD basis.

For the total energy, the calculation gives -3235.9432 hartree. The energy above the lowest of the compared OMol25 structures with the same formula, charge and spin is 4.7 kcal per mole. The calculation puts the HOMO-LUMO gap at 6.953 eV.

```
! RIJCOSX wB97M-V def2-TZVPD def2/J DEFGRID3
* xyz -1 1
Ca 0.424 -0.352 0.152
O -1.792 -0.423 0.483
C -2.502 -0.059 1.490
C -3.835 0.404 1.285
C -4.629 0.852 2.310
C -4.165 0.858 3.632
C -2.891 0.400 3.870
C -2.041 -0.057 2.849
C -0.717 -0.467 3.276
N 0.265 -0.824 2.548
C 1.528 -1.146 3.184
C 2.685 -0.443 2.467
N 2.641 -0.838 1.081
C 3.619 -1.435 0.533
C 3.577 -2.045 -0.783
C 4.791 -2.295 -1.436
C 4.853 -2.920 -2.662
C 3.653 -3.354 -3.241
C 2.448 -3.164 -2.610
C 2.334 -2.489 -1.357
O 1.194 -2.324 -0.800
H -4.191 0.414 0.262
H -5.627 1.216 2.089
H -4.786 1.222 4.439
H -2.507 0.403 4.886
H -0.578 -0.430 4.366
H 1.687 -2.226 3.092
H 1.533 -0.886 4.251
H 3.633 -0.717 2.952
H 2.540 0.637 2.529
H 4.568 -1.544 1.081
H 5.708 -1.970 -0.952
H 5.801 -3.083 -3.157
H 3.675 -3.861 -4.200
H 1.524 -3.519 -3.053
Cl -3.824 5.055 2.551
C -2.423 4.162 2.014
C -1.478 3.745 2.952
C -0.387 3.026 2.541
Cl 0.784 2.542 3.734
C -0.168 2.618 1.180
O 0.778 1.841 0.851
C -1.131 3.145 0.253
C -1.008 2.951 -1.183
O -0.118 2.398 -1.795
C -2.241 3.877 0.688
H -1.606 3.979 4.000
H -1.849 3.411 -1.750
H -2.966 4.220 -0.043
N -1.263 -1.787 -7.463
C -1.028 -1.482 -6.380
C -0.736 -1.098 -5.026
C -1.667 -1.317 -4.017
C -1.336 -0.936 -2.727
N -0.173 -0.364 -2.426
C 0.711 -0.151 -3.394
C 0.480 -0.504 -4.712
H -2.621 -1.778 -4.232
H -2.016 -1.085 -1.896
H 1.641 0.324 -3.105
H 1.226 -0.325 -5.473
*
```

Quick look at the natural (NBO) charges, all values in e: 1.802 -0.873 0.415 -0.266 -0.189 -0.315 -0.138 -0.263 0.174 -0.546 -0.229 -0.251 -0.523 0.157 -0.262 -0.146 -0.323 -0.200 -0.276 0.402 -0.836 0.199 0.199 0.202 0.194 0.143 0.194 0.173 0.165 0.231 0.139 0.193 0.199 0.198 0.200 -0.042 -0.110 -0.204 -0.143 -0.028 0.484 -0.825 -0.306 0.422 -0.571 -0.158 0.230 0.088 0.214 -0.318 0.288 -0.165 -0.215 0.059 -0.443 0.056 -0.157 0.228 0.236 0.213 0.221